1.
This record from the OMol25 dataset describes a structure of composition CBF4MoNSbSe5. The level of theory is ωB97M-V with the def2-TZVPD basis set.

XYZ file:
```
14
Properties=species:S:1:pos:R:3
Mo -0.090 -0.284 0.167
Se -4.219 -1.402 2.374
Sb -2.180 -2.430 2.224
Se -0.449 -0.065 2.377
Se -1.524 -1.873 -0.531
Se -0.795 -4.169 2.746
F 1.613 -1.007 -0.039
B 2.725 0.939 -1.431
F 1.837 0.555 -2.332
F 3.997 0.719 -1.583
F 2.265 1.583 -0.362
Se -1.419 3.801 -1.874
C -1.022 2.342 -1.136
N -0.738 1.291 -0.601
```

Computed properties:
- LUMO energy (spin up / spin down) (Eh) = -0.260 / -0.260
- net charge = +1
- frontier orbital gap (spin up / spin down) (eV) = 5.7663 / 5.7657
- relative energy (zero: lowest compared OMol25 entry of this formula, charge and spin) (kJ/mol) = 0.0
- largest force on an atom (Eh/bohr) = 0.013

***

2.
This record from the OMol25 dataset describes the molecule C4H8OS2. The level of theory is ωB97M-V with the def2-TZVPD basis set.

XYZ file:
```
15
Properties=species:S:1:pos:R:3
C -0.211 0.429 1.338
C 0.436 0.937 -0.040
C -0.521 0.868 -1.266
C 1.598 1.798 -0.047
H 1.231 -1.465 1.659
H -1.233 0.764 1.330
H 0.303 0.821 2.174
H -1.267 1.582 -0.996
H 0.026 1.097 -2.193
H -0.323 -1.482 -1.689
H 1.821 2.408 -0.923
H 2.119 2.099 0.860
O 1.726 0.417 -0.277
S -0.124 -1.372 1.584
S -1.394 -0.712 -1.454
```

Computed properties:
- LUMO energy (Eh) = 0.030
- frontier orbital gap (eV) = 9.1844
- relative energy (zero: lowest compared OMol25 entry of this formula, charge and spin) (kJ/mol) = 158.5
- largest force on an atom (Eh/bohr) = 0.050

***

Short version: electronic energy = -12832.71953; -1028.76265 Eh, in the order given.